(1)
# C43H38F3N7O5PtS

A structure of composition C43H38F3N7O5PtS (ωB97M-V with the def2-TZVPD basis set, OMol25).

Computed properties:
HOMO energy = -8.615 eV
E_LUMO = -0.9 eV
ΔE to the lowest compared entry with this formula, charge and spin = 76.3 kcal/mol
Net charge = 0
Kohn-Sham gap = 7.679 eV

```
98
Properties=species:S:1:pos:R:3:lowdin_charge:R:1
Pt 0.34 -0.06 -0.28 1.388
C -1.13 -6.01 1.16 0.030
C -1.98 -4.79 1.40 -0.566
C -3.42 -5.20 1.72 0.021
O -1.44 -3.99 2.47 -0.021
C -1.59 -2.61 2.16 -0.120
C -2.31 -2.67 0.76 -0.165
O -1.92 -3.94 0.26 -0.005
C -2.32 -1.61 -0.40 -0.377
O -1.06 -1.35 -0.94 -0.318
C -3.13 -0.38 -0.02 -0.156
C -3.09 0.71 -0.90 -0.037
C -3.89 1.82 -0.68 -0.069
C -4.77 1.85 0.39 -0.095
C -4.84 0.77 1.25 -0.088
C -4.01 -0.33 1.05 -0.050
C -3.12 -2.27 -1.56 -0.123
C -4.44 -2.67 -1.37 -0.024
C -5.16 -3.24 -2.40 -0.076
C -4.58 -3.42 -3.65 -0.094
C -3.28 -3.02 -3.85 -0.072
C -2.55 -2.45 -2.81 -0.008
C -0.25 -1.78 2.43 -0.372
O -0.34 -0.68 1.58 -0.326
C -0.32 -1.24 3.87 -0.167
C -0.83 -2.03 4.90 -0.023
C -0.85 -1.57 6.20 -0.074
C -0.36 -0.30 6.51 -0.092
C 0.16 0.49 5.49 -0.068
C 0.18 0.02 4.19 -0.047
C 1.01 -2.61 2.26 -0.108
C 1.14 -3.48 1.18 -0.064
C 2.25 -4.30 1.07 -0.110
C 3.29 -4.23 1.98 -0.082
C 3.20 -3.32 3.02 -0.065
C 2.06 -2.53 3.17 0.001
H -1.19 -6.67 2.03 0.097
H -0.09 -5.74 1.01 0.064
H -1.50 -6.55 0.29 0.099
H -3.42 -5.82 2.62 0.093
H -3.84 -5.77 0.90 0.097
H -4.06 -4.34 1.92 0.081
H -2.32 -2.18 2.86 0.141
H -3.37 -2.76 1.01 0.098
H -2.45 0.66 -1.77 0.086
H -3.84 2.65 -1.38 0.107
H -5.41 2.71 0.54 0.100
H -5.53 0.77 2.08 0.105
H -4.08 -1.15 1.75 0.109
H -4.92 -2.51 -0.42 0.115
H -6.19 -3.54 -2.23 0.101
H -5.15 -3.87 -4.46 0.099
H -2.81 -3.14 -4.82 0.102
H -1.52 -2.13 -2.98 0.103
H -1.20 -3.03 4.68 0.118
H -1.25 -2.19 6.99 0.102
H -0.37 0.06 7.53 0.099
H 0.57 1.47 5.70 0.103
H 0.59 0.63 3.40 0.078
H 0.34 -3.53 0.45 0.119
H 2.30 -5.02 0.25 0.112
H 4.15 -4.87 1.88 0.102
H 4.00 -3.24 3.75 0.105
H 2.00 -1.87 4.02 0.116
F -0.10 -0.61 -5.45 0.144
C 1.23 -0.60 -5.26 -0.597
F 1.63 0.68 -5.33 0.147
F 1.78 -1.25 -6.30 0.144
C 1.60 -1.22 -3.95 -0.102
C 2.39 -2.36 -3.88 0.028
C 2.73 -2.89 -2.64 -0.014
C 2.23 -2.30 -1.49 -0.067
N 1.43 -1.24 -1.58 -0.117
C 1.15 -0.65 -2.77 -0.581
S 0.30 0.82 -2.41 0.836
H 2.77 -2.81 -4.78 0.130
H 3.38 -3.75 -2.56 0.114
H 2.45 -2.64 -0.50 0.094
N 1.47 3.80 3.20 0.143
C 2.02 2.83 2.89 -0.356
N 2.66 1.73 2.57 0.115
C 2.39 1.08 1.52 -0.323
N 2.18 0.47 0.54 0.037
C -1.71 4.39 2.63 -0.024
N -1.10 3.67 1.54 -0.077
C -0.09 4.24 0.68 -0.049
C 0.45 3.01 -0.02 -0.505
O 1.35 3.01 -0.82 0.025
N -0.28 1.89 0.42 0.028
C -1.13 2.34 1.38 -0.390
N -1.89 1.55 2.09 0.256
H -1.07 5.23 2.89 0.092
H -1.77 3.76 3.52 0.087
H -2.71 4.75 2.37 0.091
H 0.70 4.70 1.26 0.107
H -0.49 4.94 -0.05 0.143
H -1.61 0.57 2.08 0.091
H -2.45 1.92 2.84 0.121
```

=====

(2)
# C43H39AsCuN5S

A structure of composition C43H39AsCuN5S (ωB97M-V with the def2-TZVPD basis set, OMol25).

Computed properties:
⟨S²⟩ = 0.75
HOMO energy (spin up / spin down) = -4.468 / -4.446 eV
E_LUMO (spin up / spin down) = 2.5 / 2.4 eV
Multiplicity = 2
ΔE to the lowest compared entry with this formula, charge and spin = 5.4 kcal/mol
Net charge = -1
Kohn-Sham gap (spin up / spin down) = 6.926 / 6.809 eV

```
90
Properties=species:S:1:pos:R:3:lowdin_charge:R:1
Cu 0.63 -0.89 -1.54 0.482
C -2.76 -0.63 -4.41 -0.035
C -2.01 -0.96 -3.27 -0.100
N -0.71 -0.83 -3.24 0.085
C -0.04 -0.39 -4.34 -0.140
C -0.71 0.01 -5.50 -0.160
C -2.12 -0.14 -5.51 -0.013
C 0.03 0.54 -6.59 -0.067
C 1.39 0.65 -6.46 -0.095
C 2.07 0.21 -5.31 -0.036
C 1.40 -0.35 -4.23 -0.205
N 1.91 -0.79 -3.04 0.014
C 3.21 -1.20 -2.86 -0.204
C 4.13 -1.53 -3.84 -0.033
C 5.44 -1.95 -3.51 -0.095
C 5.86 -2.05 -2.22 -0.073
C 4.94 -1.76 -1.18 -0.164
C 5.28 -1.88 0.19 -0.022
C 4.34 -1.65 1.15 -0.046
C 3.04 -1.29 0.75 -0.117
N 2.69 -1.15 -0.51 0.097
C 3.63 -1.36 -1.48 -0.133
H -3.83 -0.75 -4.40 0.104
H -2.48 -1.31 -2.36 0.124
H -2.67 0.16 -6.39 0.112
H -0.48 0.86 -7.49 0.100
H 1.96 1.08 -7.27 0.097
H 3.14 0.34 -5.25 0.093
H 3.83 -1.52 -4.87 0.092
H 6.11 -2.21 -4.32 0.098
H 6.87 -2.36 -1.97 0.099
H 6.29 -2.17 0.45 0.112
H 4.57 -1.75 2.20 0.102
H 2.27 -1.14 1.49 0.068
C 3.30 2.55 5.31 -0.062
C 2.38 1.86 4.33 -0.281
C 2.27 2.28 3.02 -0.024
C 1.41 1.67 2.09 -0.268
C 1.41 2.22 0.68 -0.053
C 0.62 0.59 2.51 -0.312
As -0.44 -0.62 1.33 1.319
N -0.47 0.16 -0.32 -0.317
C -1.33 1.11 -0.87 -0.411
C -2.69 1.24 -0.56 -0.058
C -3.50 2.16 -1.22 -0.102
C -3.00 2.97 -2.23 -0.126
C -1.65 2.86 -2.55 -0.099
C -0.83 1.96 -1.87 -0.075
C -2.22 -0.38 2.18 -0.306
C -2.99 -1.55 2.28 -0.289
C -2.62 -2.86 1.60 -0.073
C -4.18 -1.53 3.01 -0.028
C -4.64 -0.39 3.63 -0.277
C -5.92 -0.39 4.43 -0.060
C -3.89 0.78 3.49 -0.027
C -2.70 0.81 2.78 -0.278
C -2.01 2.15 2.64 -0.042
C 0.75 0.13 3.84 -0.290
C -0.03 -1.05 4.38 -0.070
C 1.61 0.77 4.72 -0.034
H 3.86 3.34 4.82 0.068
H 4.01 1.84 5.74 0.074
H 2.74 2.99 6.14 0.075
H 2.87 3.12 2.68 0.107
H 2.10 3.06 0.62 0.073
H 0.42 2.56 0.38 0.059
H 1.71 1.47 -0.05 0.055
H -3.13 0.59 0.19 0.092
H -4.55 2.22 -0.96 0.094
H -3.63 3.67 -2.75 0.085
H -1.22 3.47 -3.33 0.097
H 0.22 1.88 -2.14 0.104
H -1.75 -2.81 0.96 0.005
H -3.46 -3.19 0.98 0.083
H -2.44 -3.64 2.34 0.083
H -4.76 -2.45 3.07 0.115
H -6.40 -1.37 4.39 0.069
H -6.62 0.35 4.04 0.076
H -5.73 -0.15 5.48 0.076
H -4.25 1.70 3.94 0.115
H -2.75 2.95 2.71 0.079
H -1.51 2.24 1.68 0.057
H -1.27 2.30 3.42 0.083
H 0.00 -1.91 3.70 0.060
H -1.08 -0.81 4.53 0.074
H 0.39 -1.37 5.34 0.071
H 1.68 0.41 5.74 0.111
S -0.97 -5.10 -2.45 0.371
C -0.39 -3.79 -1.65 -0.995
N 0.03 -2.86 -1.08 -0.012
```

=====

(3)
# C43H39Br2GeIN6O4STi

A structure of composition C43H39Br2GeIN6O4STi (ωB97M-V with the def2-TZVPD basis set, OMol25).

Computed properties:
⟨S²⟩ = 2.05
HOMO energy (spin up / spin down) = 0.410 / -1.637 eV
E_LUMO (spin up / spin down) = 3.7 / 3.7 eV
Multiplicity = 3
ΔE to the lowest compared entry with this formula, charge and spin = 34.8 kcal/mol
Net charge = -2
Kohn-Sham gap (spin up / spin down) = 3.307 / 5.355 eV

```
98
Properties=species:S:1:pos:R:3:lowdin_charge:R:1
Ti -0.22 0.26 0.56 1.027
C -2.57 3.46 1.73 -0.026
C -2.92 3.14 0.31 -0.283
N -4.10 3.60 -0.13 0.076
C -4.43 3.30 -1.40 -0.139
C -3.63 2.64 -2.30 -0.165
C -4.09 2.51 -3.72 -0.238
O -4.40 1.18 -4.14 -0.076
C -2.34 2.21 -1.88 -0.096
C -1.35 1.79 -2.81 -0.106
N -0.07 1.72 -2.47 0.010
C 0.93 1.57 -3.37 -0.369
C 0.82 1.32 -4.76 -0.033
C 1.95 1.23 -5.56 -0.118
C 3.23 1.40 -5.05 -0.135
C 3.37 1.64 -3.68 -0.188
C 2.25 1.72 -2.89 -0.619
I 2.42 2.07 -0.84 1.091
C -2.07 2.39 -0.48 -0.239
O -0.97 1.82 0.06 -0.245
H -2.95 4.45 1.98 0.074
H -1.49 3.42 1.88 0.051
H -3.02 2.74 2.42 0.084
H -5.41 3.65 -1.73 0.097
H -3.34 2.94 -4.39 0.110
H -5.01 3.08 -3.85 0.104
H -3.68 0.59 -3.91 0.035
H -1.67 1.61 -3.84 0.101
H -0.16 1.15 -5.19 0.099
H 1.82 1.01 -6.62 0.093
H 4.10 1.32 -5.68 0.080
H 4.36 1.75 -3.24 0.079
Br -1.54 0.75 7.80 0.657
C -1.35 0.94 5.92 -0.708
C -1.09 2.26 5.40 -0.148
C -0.62 2.32 4.14 -0.146
N -0.53 1.24 3.31 -0.114
C -1.29 0.07 3.68 -0.194
C -1.40 -0.14 5.12 -0.094
C -1.96 -0.66 2.75 -0.218
C -2.74 -1.84 3.10 -0.083
C -3.68 -2.25 2.24 -0.685
Br -4.75 -3.77 2.67 0.672
C -3.92 -1.60 0.99 -0.131
C -3.01 -0.67 0.62 -0.132
N -1.96 -0.28 1.40 -0.036
H -1.15 3.14 6.02 0.083
H -0.22 3.24 3.73 0.123
H -1.58 -1.12 5.52 0.097
H -2.56 -2.36 4.03 0.093
H -4.71 -1.90 0.33 0.086
H -3.04 -0.21 -0.35 0.084
O 0.17 -3.47 0.02 -0.253
S 0.89 -2.27 0.32 0.615
O 0.50 -1.54 1.56 -0.409
N 0.88 -1.08 -0.70 -0.239
C 0.83 -1.42 -2.11 -0.277
C 2.02 -1.63 -2.81 -0.071
C 1.97 -1.98 -4.15 -0.130
C 0.73 -2.12 -4.78 -0.085
C -0.47 -1.88 -4.10 -0.183
C -1.75 -1.98 -4.71 -0.080
C -2.89 -1.75 -3.92 -0.143
C -2.74 -1.40 -2.60 -0.201
N -1.54 -1.25 -1.97 0.085
C -0.43 -1.52 -2.71 -0.202
C 2.56 -2.80 0.60 -0.256
C 3.62 -1.94 0.36 -0.081
C 4.91 -2.37 0.63 -0.082
C 5.14 -3.64 1.14 -0.095
C 4.07 -4.49 1.38 -0.085
C 2.77 -4.07 1.11 -0.057
H 2.97 -1.48 -2.31 0.092
H 2.89 -2.13 -4.70 0.087
H 0.69 -2.39 -5.83 0.092
H -1.83 -2.24 -5.76 0.081
H -3.89 -1.84 -4.34 0.088
H -3.63 -1.23 -1.99 0.086
H 3.42 -0.95 -0.03 0.073
H 5.75 -1.70 0.44 0.107
H 6.15 -3.96 1.35 0.095
H 4.24 -5.48 1.78 0.097
H 1.93 -4.73 1.27 0.114
C 2.40 1.61 4.93 -0.218
Ge 2.16 0.46 3.35 0.822
C 3.87 0.61 2.38 -0.225
C 2.00 -1.35 4.07 -0.196
C 0.59 1.15 2.35 -0.359
H 3.38 1.36 5.37 0.013
H 1.63 1.43 5.67 0.007
H 2.40 2.67 4.67 0.018
H 4.43 1.43 2.82 0.014
H 3.77 0.79 1.31 -0.084
H 4.44 -0.31 2.51 0.007
H 2.58 -1.40 5.00 0.019
H 2.39 -2.09 3.37 0.002
H 0.96 -1.59 4.28 0.012
H 0.85 2.18 2.08 0.040
```

=====

(4)
# C43H39F5NO5PS

A cluster of 6 separate species, C43H39F5NO5PS in total (ωB97M-V with the def2-TZVPD basis set, OMol25).

Computed properties:
HOMO energy = -8.968 eV
E_LUMO = -1.1 eV
Net charge = 0
Kohn-Sham gap = 7.880 eV

```
95
Properties=species:S:1:pos:R:3:lowdin_charge:R:1
N -3.57 -1.93 -2.99 0.026
C -2.62 -2.71 -3.77 -0.237
C -1.19 -2.53 -3.23 -0.364
O -0.29 -3.39 -3.92 -0.026
C -1.17 -2.80 -1.72 -0.083
C 0.18 -3.16 -1.19 -0.109
C 0.78 -4.34 -1.34 0.076
C 2.10 -4.63 -0.73 -0.319
O 2.46 -5.75 -0.45 0.116
C 2.97 -3.44 -0.46 -0.078
C 4.35 -3.56 -0.36 0.014
C 5.12 -2.43 -0.14 -0.046
C 4.51 -1.18 -0.03 -0.285
P 5.49 0.32 0.19 0.170
O 5.49 0.58 1.77 -0.194
O 7.01 -0.08 -0.13 -0.201
S 4.85 1.82 -0.85 0.295
C 3.12 -1.06 -0.09 -0.001
C 2.37 -2.20 -0.31 -0.070
C 0.88 -2.10 -0.40 -0.264
O 0.27 -1.21 0.14 0.121
H -3.92 -2.47 -2.20 0.062
H -4.40 -1.73 -3.54 0.021
H -2.67 -2.41 -4.81 0.121
H -2.83 -3.79 -3.69 0.123
H -0.94 -1.48 -3.42 0.149
H -0.76 -3.79 -4.65 0.088
H -1.87 -3.62 -1.51 0.132
H -1.53 -1.91 -1.20 0.111
H 0.32 -5.15 -1.89 0.135
H 4.82 -4.53 -0.44 0.126
H 6.19 -2.53 -0.06 0.109
H 5.85 1.47 1.92 0.070
H 7.05 -0.51 -0.99 0.080
H 2.65 -0.09 0.02 0.112
F -5.64 -2.13 -5.09 0.035
C -6.64 -2.77 -5.75 -0.274
C -7.17 -2.17 -6.87 -0.014
C -8.20 -2.83 -7.54 -0.081
C -8.66 -4.05 -7.08 -0.094
C -8.11 -4.62 -5.95 -0.080
C -7.08 -3.98 -5.27 -0.014
H -6.80 -1.21 -7.21 0.118
H -8.63 -2.38 -8.43 0.105
H -9.46 -4.55 -7.61 0.102
H -8.47 -5.57 -5.58 0.106
H -6.63 -4.41 -4.38 0.119
F -6.23 -2.14 -1.54 0.042
C -6.88 -0.95 -1.47 -0.286
C -6.36 0.14 -2.12 -0.027
C -7.04 1.35 -2.04 -0.079
C -8.22 1.44 -1.31 -0.095
C -8.72 0.32 -0.66 -0.084
C -8.05 -0.89 -0.74 -0.023
H -5.43 0.06 -2.67 0.101
H -6.64 2.22 -2.54 0.106
H -8.74 2.39 -1.24 0.101
H -9.63 0.39 -0.09 0.105
H -8.42 -1.78 -0.24 0.118
F 6.42 3.57 4.68 0.044
C 6.25 2.57 5.58 -0.277
C 6.05 1.29 5.11 -0.009
C 5.88 0.27 6.02 -0.073
C 5.89 0.54 7.38 -0.094
C 6.09 1.84 7.83 -0.082
C 6.27 2.87 6.92 -0.016
H 6.04 1.11 4.04 0.087
H 5.73 -0.74 5.67 0.108
H 5.76 -0.26 8.10 0.101
H 6.10 2.05 8.89 0.105
H 6.43 3.89 7.25 0.118
F 6.53 9.08 1.66 0.054
C 7.40 8.28 2.32 -0.288
C 6.90 7.29 3.14 -0.012
C 7.80 6.47 3.81 -0.080
C 9.17 6.66 3.65 -0.095
C 9.64 7.66 2.82 -0.087
C 8.75 8.48 2.14 -0.021
H 5.83 7.17 3.25 0.118
H 7.43 5.69 4.45 0.083
H 9.86 6.01 4.18 0.100
H 10.71 7.81 2.70 0.103
H 9.10 9.27 1.48 0.116
F -5.82 0.61 0.99 0.059
C -4.62 0.62 1.61 -0.280
C -3.47 0.62 0.85 -0.009
C -2.25 0.63 1.50 -0.077
C -2.19 0.64 2.88 -0.093
C -3.36 0.64 3.63 -0.088
C -4.59 0.63 2.99 -0.022
H -3.55 0.60 -0.23 0.113
H -1.33 0.63 0.92 0.090
H -1.23 0.65 3.38 0.102
H -3.31 0.64 4.71 0.102
H -5.52 0.64 3.55 0.115
```

=====

Going through the records in order, we get maximum force values of 0.91; 0.44; 0.61; 1.26 eV/A.